This record from the OMol25 dataset describes one molecule with the formula C2H2O2. The level of theory is the ωB97M-V functional and the def2-TZVPD basis.

Structure (XYZ):
```
6
Properties=species:S:1:pos:R:3:forces:R:3:nbo_charge:R:1
O -1.05183 0.99937 0.01346 0.2210 6.2077 0.0245 -0.43
O -1.06065 -0.99254 -0.00977 0.1848 -6.2698 -0.0418 -0.42
C 0.11367 0.77158 -0.01503 -0.2830 -0.2515 0.0635 0.28
C 0.10688 -0.77694 0.00921 -0.1783 0.3325 -0.0200 0.28
H 0.94540 -1.47696 0.04986 -0.0240 -0.2225 -0.0132 0.14
H 0.94654 1.47550 -0.04773 0.0795 0.2037 -0.0129 0.14
```
Positions in Å, forces in eV/Å.

Total energy in hartree: -227.77783
HOMO energy in eV: -9.90
2S+1: 1
Kohn-Sham gap in eV: 9.51

=====

This record from the OMol25 dataset describes C24H56N8O12SZn as an isolated structure. The level of theory is the ωB97M-V functional and the def2-TZVPD basis.

Structure (XYZ):
```
102
Properties=species:S:1:pos:R:3:forces:R:3:lowdin_charge:R:1
Zn 5.65570 -6.26710 -15.19823 0.0735 0.3653 1.1850 0.73
S 5.69096 -5.66155 -17.67072 0.4554 -0.3792 -0.0277 0.30
O 6.38552 -5.20105 -13.65546 -0.5539 0.1217 0.3572 -0.02
O 4.67120 -4.93225 -18.40367 0.5284 0.0819 -0.1120 -0.31
O 7.35126 -7.41281 -15.19001 -0.2167 0.0668 0.2734 0.01
O 6.83771 -6.07215 -18.48919 -0.1386 0.2270 -0.3936 -0.35
O 6.19422 -4.93043 -16.48994 1.2256 2.6968 -0.1177 -0.37
O 5.56382 -8.92516 -22.37103 0.1612 -0.0185 0.2056 0.02
O 7.80432 -2.83314 -22.17154 -0.1699 -0.0567 -0.1949 0.03
O 3.81748 -5.23666 -14.90183 0.0996 0.1633 0.6018 0.00
O 5.13733 -6.85016 -16.96599 -1.6140 -1.9959 -0.8384 -0.38
O 11.79270 -5.45151 -17.45124 -0.1677 -0.1229 0.3852 0.03
O 5.85503 -0.04267 -16.10480 -0.1835 -0.3304 -0.1042 0.03
O 0.00163 -5.72294 -19.55886 0.1782 0.1533 0.1627 0.02
N 7.52994 -3.28046 -13.31907 -1.1482 -0.2664 -0.6980 0.06
N 2.16511 -5.04965 -19.41421 0.4085 -0.3203 0.6716 0.00
N 2.07485 -4.67674 -13.61923 -0.3185 0.5409 1.2099 0.03
N 7.17884 -3.67769 -20.17666 -0.6292 -0.3234 0.2035 0.01
N 4.89848 -0.22073 -18.16353 0.3661 -0.8712 0.5666 0.02
N 8.11970 -9.23043 -16.29150 -0.0288 0.0559 0.0782 0.05
N 9.58155 -5.10742 -17.08233 0.0996 -0.2790 0.1080 0.03
N 6.64930 -7.67329 -20.83040 0.7489 0.5327 0.8468 0.01
C 1.44059 -6.94890 -18.10470 -0.2049 -0.3844 0.4539 0.00
C 10.28447 -7.08085 -18.29847 -0.5303 -0.0736 -0.2621 0.01
C 7.91363 -7.55312 -21.50739 0.4109 -0.1020 -0.6639 -0.06
C 7.07554 -3.56560 -21.51898 0.1083 0.5256 0.2795 -0.56
C 7.18164 -4.52167 -13.00015 0.9135 -0.7871 0.3348 -0.49
C 5.63520 1.94009 -17.40361 -1.0780 0.6508 0.6168 -0.01
C 8.10274 -2.92618 -19.35210 0.1360 -0.3890 -0.6915 -0.06
C 9.39890 -8.37340 -14.42394 0.2364 -0.1905 -0.0807 0.03
C 9.75329 -3.96684 -16.21989 -0.7199 0.5513 -0.2249 -0.06
C 7.11832 -9.24216 -17.34184 -0.3950 0.0571 -0.1019 -0.03
C 6.81288 -2.53116 -14.35553 0.5432 0.6824 -0.5176 -0.04
C 4.76066 -1.66702 -18.15920 -1.0803 -0.3087 -0.6861 -0.06
C 4.28464 -8.04448 -20.56390 -0.1855 0.4331 -0.0774 0.01
C 1.12744 -5.84864 -19.08897 -0.3725 0.2563 -0.5400 -0.56
C 2.78685 -4.56996 -14.73562 -0.1284 -1.1554 -1.2649 -0.47
C 8.19488 -8.29674 -15.34750 0.7159 -0.4071 0.3874 -0.49
C 2.10532 -3.83161 -20.19783 0.1774 -0.5470 0.0061 -0.06
C 10.62848 -5.81698 -17.55362 0.6383 0.2284 -0.5002 -0.56
C 5.56254 -8.27989 -21.32871 -0.6085 -0.2393 -1.0062 -0.56
C 5.45963 0.45985 -17.14637 0.5923 0.6942 -0.3826 -0.56
C 7.88198 -5.16568 -11.81819 -0.7565 0.9896 0.3782 0.03
C 5.93424 -4.36148 -22.10542 -0.2037 -0.9961 -0.2046 0.00
C 2.48272 -5.51395 -12.49751 -0.3499 -0.9107 -0.6301 -0.04
C 2.21054 -3.81058 -15.90681 -0.2686 0.4508 0.3411 0.04
H 9.23140 -7.09886 -18.58457 -0.0284 -0.0199 0.0028 0.05
H 3.55024 -5.43841 -12.31751 0.0003 0.0572 0.0073 0.08
H 9.09474 -8.27331 -13.38364 -0.1629 0.0649 -0.0610 0.08
H 1.57440 -3.99720 -21.13392 0.0131 0.0524 -0.0208 0.08
H 5.48319 -5.07794 -21.41323 0.1059 0.2352 0.3184 0.06
H 1.14283 -4.30248 -13.57048 0.1066 0.2645 -0.2428 0.14
H 5.97402 -3.04442 -14.81554 -0.0360 -0.4270 0.5977 0.07
H 8.76286 -7.99314 -20.97690 -0.2319 -0.0751 0.3118 0.07
H 4.70686 2.43736 -17.09068 -0.0287 -0.1299 0.1232 0.08
H 1.76808 -7.86203 -18.60378 0.1223 0.1226 -0.1552 0.08
H 5.73758 2.27124 -18.43503 0.4855 -0.3602 -0.0590 0.08
H 6.38200 2.33832 -16.72256 0.2885 -0.0808 -0.3132 0.08
H 9.37837 -4.20407 -15.22131 0.3335 0.0803 0.1537 0.07
H 8.66757 -5.80924 -12.20254 0.1062 -0.0665 0.3103 0.08
H 6.11440 -9.09813 -16.94477 0.1220 0.0266 0.1551 0.08
H 6.28172 -4.99847 -22.92125 0.0907 0.3715 -0.2229 0.09
H 4.48334 0.25865 -18.94001 0.2038 0.2254 -0.0325 0.14
H 10.48049 -7.96249 -17.68804 0.1548 0.0532 0.0809 0.07
H 7.71215 -2.85005 -18.33963 -0.0486 0.0073 0.0019 0.06
H 2.18319 -6.68734 -17.34816 0.1586 0.0856 -0.1933 0.06
H 1.63769 -2.99939 -19.66692 -0.0846 -0.0560 0.0677 0.08
H 8.23063 -1.94166 -19.79848 0.0425 0.0479 0.1115 0.09
H 8.64867 -5.42168 -17.31173 -0.1236 0.0597 0.0778 0.09
H 5.43832 -2.25486 -17.54810 0.3498 0.5894 0.1676 0.07
H 8.15542 -6.49883 -21.66537 -0.0269 0.0025 -0.0494 0.08
H 8.20125 -4.39689 -11.11052 0.7178 -0.0616 -0.3081 0.08
H 3.07272 -5.26466 -18.98305 -0.5946 0.2606 -0.2923 0.06
H 7.14436 -5.69363 -11.21425 0.0128 -0.5223 -0.4584 0.09
H 8.87723 -9.88649 -16.36050 0.0526 0.0227 0.0539 0.14
H 10.77309 -3.59517 -16.22903 0.1695 -0.4684 0.1512 0.09
H 0.51330 -7.20705 -17.59315 -0.0276 0.0699 -0.0483 0.08
H 3.67328 -8.94420 -20.52948 0.3172 -0.1861 0.4136 0.09
H 10.12371 -7.58634 -14.63978 -0.2554 0.2137 -0.1323 0.09
H 7.14330 -10.20679 -17.84242 0.1423 0.0753 -0.0969 0.10
H 3.15182 -3.59352 -20.38496 -0.0982 0.2790 -0.2427 0.06
H 4.86240 -2.00258 -19.19182 0.1237 -0.1567 0.0618 0.08
H 10.88791 -7.14008 -19.20168 0.0993 -0.0060 0.0798 0.09
H 6.65359 -4.43423 -19.75795 0.1920 0.2803 0.1138 0.06
H 3.74764 -1.94113 -17.85122 0.0152 -0.1078 0.0762 0.07
H 7.29415 -8.42035 -18.03305 -0.0088 -0.0999 -0.1604 0.06
H 7.88374 -8.05479 -22.47366 -0.2481 0.0768 -0.0013 0.08
H 6.59026 -7.08852 -19.99523 -0.3354 -0.3214 -0.2132 0.06
H 7.46132 -2.33143 -15.20960 0.1612 0.1406 0.1784 0.07
H 9.06758 -3.43759 -19.34291 0.1461 0.2074 0.2142 0.09
H 1.12008 -3.85886 -15.94704 0.0244 -0.2578 0.0867 0.09
H 3.63831 -7.34842 -21.10723 0.3172 0.1603 -0.1812 0.09
H 9.95486 -9.30673 -14.52178 -0.1700 -0.0786 -0.0509 0.08
H 2.42830 -2.74273 -15.83996 0.3119 -0.0514 0.0088 0.09
H 2.62947 -4.22278 -16.81924 0.0930 0.0782 -0.0430 0.06
H 4.50398 -7.57414 -19.60681 -0.3203 -0.3520 0.2965 0.05
H 1.91048 -5.33843 -11.59034 0.0349 0.6003 -0.1043 0.09
H 2.21799 -6.53821 -12.78052 0.4566 -0.1675 0.1723 0.09
H 5.11892 -3.73359 -22.46185 0.2380 0.2389 -0.1213 0.08
H 9.15005 -3.12976 -16.58212 -0.0964 -0.0936 -0.0507 0.06
H 6.49377 -1.57962 -13.93752 -0.0758 0.0216 -0.1103 0.09
H 8.29881 -2.83371 -12.85381 -0.0739 0.0040 0.2389 0.15
```
Positions in Å, forces in eV/Å.

Total energy in hartree: -4466.76767
HOMO energy in eV: -8.77
2S+1: 1
Kohn-Sham gap in eV: 8.37

=====

This record from the OMol25 dataset describes CH10N5 as an isolated structure. The level of theory is the ωB97M-V functional and the def2-TZVPD basis.

Structure (XYZ):
```
16
Properties=species:S:1:pos:R:3:forces:R:3:nbo_charge:R:1
N 0.66689 1.55978 -0.31621 -0.6612 1.3155 1.7423 -0.26
N -0.05920 1.13075 -1.39171 0.8538 -0.1450 2.2304 -0.67
N -0.39778 -0.80292 2.40899 0.5261 -0.1321 1.0206 -0.63
N -0.42655 -1.24098 -1.69680 0.4506 -4.7320 1.0700 -0.98
N -0.03866 -0.40905 1.13625 0.4523 5.2329 -2.9963 -0.45
C 0.52278 1.09758 0.88570 -1.2256 -5.2308 -0.7298 0.25
H 0.30680 -1.49388 2.60038 0.0547 -0.1566 1.0553 0.37
H 0.11443 1.69518 -2.17228 0.5144 0.7804 -1.2883 0.38
H -0.01136 -1.89792 -0.98741 0.3097 1.0619 -0.4596 0.41
H 0.06362 -1.54230 -2.54300 -0.4440 0.2212 -0.1476 0.41
H -0.90777 -0.36010 0.61565 -0.1578 -0.0854 -0.4229 0.35
H 0.84728 1.63045 1.71543 1.0185 0.7518 1.2777 0.21
H -0.38323 -0.04935 3.09150 -0.0470 -0.2428 0.0301 0.36
H 1.19970 2.46303 -0.27655 -0.8427 -0.8410 -0.8278 0.44
H -0.15428 -0.07633 -1.41092 -0.5336 1.3016 -0.7464 0.40
H -1.34268 -1.70396 -1.65902 -0.2682 0.9004 -0.8076 0.42
```
Positions in Å, forces in eV/Å.

Total energy in hartree: -317.49843
HOMO energy in eV: -13.10
2S+1: 1
Kohn-Sham gap in eV: 9.38
Net charge: +1

=====

This record from the OMol25 dataset describes C33H41IN2PRhS3SbSi2 as an isolated structure. The level of theory is the ωB97M-V functional and the def2-TZVPD basis.

Structure (XYZ):
```
85
Properties=species:S:1:pos:R:3:forces:R:3:lowdin_charge:R:1
I -2.71632 -1.11470 -0.47202 -0.0561 -0.0148 -0.0106 1.17
Sb 1.95528 -5.40880 0.84768 -0.0770 -0.1009 -0.0447 0.31
Rh 0.00605 -0.24507 0.40502 0.0316 0.2197 0.0770 0.48
S -0.07287 -6.24726 0.32286 0.0932 0.0279 -0.0060 -0.36
S 2.04761 -1.71547 0.34558 0.0423 -0.1508 -0.0257 0.07
S 0.89920 -3.02881 1.27607 -0.0427 0.1510 0.0181 -0.16
P 0.00664 -0.63771 -2.19313 0.0477 -0.0559 -0.0538 0.95
Si -1.61698 0.05062 3.44641 0.0149 0.0181 0.0233 0.35
Si 1.19372 1.51212 2.99531 0.0171 -0.0094 -0.0179 0.37
N -1.27765 3.88222 -0.25895 -0.0424 -0.0298 -0.0269 -0.10
N -0.13660 2.00216 -0.29348 -0.0394 0.0005 -0.0034 -0.01
C -0.27274 4.04728 -1.18178 0.0086 0.0178 0.0144 -0.04
C -1.90232 -3.31599 -4.66268 -0.0078 0.0085 0.0052 -0.08
C -3.00204 1.19530 2.84687 0.0018 -0.0146 -0.0016 -0.20
C -2.30466 4.84427 0.09587 0.0307 0.0114 -0.0015 0.01
C 2.62769 0.25536 -2.21957 -0.0252 -0.0161 -0.0073 -0.16
C -4.24519 1.24202 -1.20036 0.0151 0.0006 -0.0084 -0.18
C -1.44011 -2.12874 -4.11088 -0.0016 0.0098 -0.0039 -0.10
C -2.26067 -1.71287 3.36566 0.0094 -0.0295 -0.0198 -0.20
C -4.69735 2.41606 -1.82422 0.0217 0.0186 -0.0131 -0.08
C -0.31280 1.33126 -4.08209 -0.0131 -0.0054 -0.0263 -0.08
C 3.37346 -1.07669 -4.53084 -0.0071 -0.0035 -0.0050 -0.07
C -2.21753 1.19727 -2.58449 -0.0411 -0.0058 0.0270 -0.19
C -2.71808 2.38027 -3.20983 0.0042 0.0022 -0.0314 -0.16
C 2.64956 1.63653 1.80088 -0.0181 0.0026 0.0172 -0.20
C 1.68542 -0.51376 -2.90292 0.0075 0.0354 0.0053 -0.39
C 1.96917 1.14338 4.67067 -0.0145 0.0165 0.0015 -0.18
C -1.45823 0.44634 5.28389 0.0068 0.0056 -0.0061 -0.19
C -2.00484 2.99864 -4.26835 0.0165 -0.0155 -0.0039 -0.03
C -0.77165 -4.56098 -2.94431 0.0355 0.0193 0.0259 -0.07
C 4.29612 -0.28993 -3.85712 0.0082 0.0078 0.0052 -0.08
C -1.15542 2.63999 0.23982 0.0459 0.0399 0.0369 -0.19
C -0.31197 -3.37649 -2.39014 -0.0076 -0.0252 -0.0254 -0.11
C 0.42479 2.87955 -1.19244 0.0427 -0.0265 0.0489 -0.13
C -0.83662 2.47388 -4.71493 -0.0080 0.0026 0.0115 -0.06
C -0.00710 0.16923 2.53167 -0.0530 -0.0561 0.0501 -0.52
C 2.07340 -1.18871 -4.05794 -0.0097 -0.0140 0.0114 -0.08
C 3.92296 0.37564 -2.69733 0.0038 0.0066 -0.0090 -0.07
C -0.63765 -2.15268 -2.97304 0.0168 -0.0088 0.0209 -0.44
C -3.94454 2.96522 -2.81519 -0.0098 -0.0035 0.0346 -0.05
C -1.56683 -4.53033 -4.08213 0.0002 -0.0136 0.0012 -0.07
C -3.06358 0.64943 -1.56528 0.0306 -0.0036 0.0002 -0.57
C 0.42193 3.23488 3.08711 -0.0024 0.0050 0.0000 -0.17
C -0.94068 0.69940 -3.03749 0.0003 0.0054 -0.0023 -0.31
H 0.64088 0.95773 -4.42715 -0.0017 0.0012 -0.0035 0.10
H 4.64489 0.97107 -2.15341 -0.0016 -0.0003 0.0040 0.11
H -1.71173 -1.18529 -4.56801 0.0070 0.0007 -0.0028 0.10
H 2.35213 0.73753 -1.28774 0.0041 0.0012 -0.0032 0.05
H 2.76237 1.86056 4.89821 0.0005 0.0042 -0.0092 0.03
H 0.28897 -3.41955 -1.48913 0.0049 0.0185 0.0006 0.04
H -2.37697 -2.08404 2.34576 0.0036 0.0096 0.0166 -0.04
H -2.41547 0.29459 5.79028 -0.0043 -0.0023 -0.0097 0.03
H 1.28977 2.62549 -1.78076 -0.0202 -0.0056 -0.0095 0.10
H -2.65486 4.63319 1.10400 -0.0114 -0.0121 -0.0075 0.10
H -3.14112 4.78577 -0.59870 -0.0141 0.0035 -0.0073 0.08
H -0.14100 4.96593 -1.72610 -0.0074 -0.0016 -0.0057 0.12
H 2.41341 0.14467 4.67255 0.0013 -0.0014 -0.0007 0.04
H -1.88230 5.84653 0.07609 0.0026 -0.0027 0.0126 0.10
H 3.16506 0.67628 1.71554 0.0043 0.0105 -0.0058 0.00
H 3.37341 2.37164 2.16400 -0.0007 0.0036 -0.0034 0.03
H -0.56198 3.22766 3.56360 0.0025 -0.0086 0.0069 0.02
H 0.50051 -0.74145 2.89853 -0.0089 -0.0071 -0.0210 -0.04
H 1.06560 3.89320 3.67656 0.0035 -0.0046 0.0010 0.03
H -1.14996 1.47995 5.46016 0.0002 0.0006 -0.0009 0.02
H -0.51476 -5.49437 -2.46034 -0.0195 -0.0178 -0.0058 0.06
H -2.52917 -3.28816 -5.54504 0.0026 -0.0030 -0.0013 0.10
H -3.29300 1.00911 1.81025 -0.0087 0.0023 -0.0259 -0.02
H -3.88630 1.01454 3.46434 0.0061 -0.0033 0.0044 0.04
H -0.29586 2.92916 -5.53412 0.0014 -0.0015 0.0003 0.11
H 5.31011 -0.20818 -4.22656 0.0021 -0.0031 0.0044 0.10
H -1.56134 -2.38748 3.86655 0.0010 0.0064 0.0094 0.03
H -1.79944 2.25026 1.00896 -0.0319 -0.0124 -0.0069 0.10
H -2.74653 2.25298 2.96066 0.0102 -0.0004 0.0005 0.01
H -4.27286 3.85913 -3.33190 -0.0016 -0.0010 -0.0022 0.12
H 0.31999 3.68454 2.09681 -0.0002 0.0017 0.0020 0.01
H 1.23868 1.18261 5.47921 0.0035 -0.0024 0.0126 0.01
H -4.84859 0.79358 -0.42291 -0.0014 0.0002 -0.0010 0.08
H -3.22691 -1.80244 3.86872 0.0001 -0.0013 0.0023 0.03
H 1.36076 -1.81289 -4.58239 0.0012 0.0007 -0.0093 0.11
H -1.93205 -5.45476 -4.51086 -0.0014 0.0003 0.0014 0.10
H 2.33069 1.94741 0.80371 0.0018 -0.0031 -0.0225 -0.01
H -0.72332 -0.20614 5.76053 0.0037 0.0047 0.0079 0.03
H -5.63804 2.85685 -1.52178 0.0016 -0.0022 0.0000 0.11
H 3.66738 -1.61226 -5.42423 -0.0044 0.0011 -0.0028 0.11
H -2.42615 3.88980 -4.71771 -0.0069 -0.0026 -0.0012 0.11
```
Positions in Å, forces in eV/Å.

Total energy in hartree: -4155.02263
HOMO energy (spin up / spin down) in eV: -5.96 / -7.41
2S+1: 6
Kohn-Sham gap (spin up / spin down) in eV: 5.51 / 5.69